(a)
The molecule C5H7N3S. Source: OMol25; level of theory: ωB97M-V/def2-TZVPD.

Last column: natural (NBO) charge in e.
Atoms and positions in Å:
1 C 0.743 2.019 -1.950  0.42
2 C -0.429 -1.415 -1.020  -0.37
3 C -0.043 -0.893 0.121  -0.06
4 C 0.224 0.556 0.160  0.14
5 C 0.197 -1.626 1.384  -0.64
6 N 1.384 2.868 -2.331  -0.37
7 N 0.089 0.972 -1.425  -0.68
8 N -0.673 1.293 1.074  -0.82
9 S -0.689 -0.255 -2.249  0.51
10 H -0.864 -2.319 -1.204  0.23
11 H 1.218 0.708 0.276  0.20
12 H -0.486 -2.374 1.521  0.22
13 H 0.117 -0.814 2.184  0.24
14 H 1.127 -2.178 1.323  0.23
15 H -0.360 2.122 1.440  0.38
16 H -1.554 1.335 0.696  0.37

As for the highest occupied orbital energy: -8.00 eV. Its LUMO energy is 0.64 eV. As for the structure (SMILES): CC1=CSN(C#N)[C@H]1N.

(b)
The molecule C5H7N3S. Source: OMol25; level of theory: ωB97M-V/def2-TZVPD.

Last column: natural (NBO) charge in e.
Atoms and positions in Å:
1 C -1.823 1.566 0.035  0.12
2 C -1.465 -0.532 0.050  0.21
3 C 0.432 0.573 -0.855  -0.20
4 C 1.058 -0.813 -0.407  -0.30
5 C 1.727 -0.956 0.922  -0.63
6 N -2.928 0.955 0.358  -0.26
7 N -2.694 -0.345 0.371  -0.31
8 N -0.790 0.654 -0.137  -0.41
9 S -0.410 -1.973 -0.232  0.23
10 H -1.903 2.661 -0.028  0.22
11 H 1.073 1.321 -0.472  0.22
12 H 0.333 0.656 -2.043  0.21
13 H 1.538 -1.064 -1.341  0.24
14 H 2.330 -1.927 1.121  0.25
15 H 1.035 -0.734 1.667  0.23
16 H 2.487 -0.041 0.992  0.20

As for the highest occupied orbital energy: -8.69 eV. Its LUMO energy is 0.49 eV. As for the structure (SMILES): C[C@@H]1Cn2cnnc2S1.

Most stable = (b)

(a)
The ion C3H7N4O3 with charge +1. Source: OMol25; level of theory: ωB97M-V/def2-TZVPD.

Last column: natural (NBO) charge in e.
Atoms and positions in Å:
1 C 1.402 0.245 0.064  0.64
2 C -0.359 -1.463 0.439  0.07
3 C -2.594 0.204 -0.654  0.56
4 N 0.389 0.936 -0.453  -0.63
5 N 1.116 -1.092 0.363  -0.60
6 N 2.642 0.726 -0.129  -0.76
7 N -1.347 0.656 0.313  0.40
8 O -0.953 -0.447 1.104  -0.34
9 O -1.594 1.676 0.954  -0.31
10 O -2.977 -0.870 -0.440  -0.37
11 H -0.723 -1.502 -0.628  0.19
12 H -0.645 -2.404 0.857  0.25
13 H -2.806 1.019 -1.383  0.22
14 H 0.424 1.957 -0.556  0.40
15 H 1.826 -1.761 0.374  0.42
16 H 2.634 1.681 -0.388  0.41
17 H 3.565 0.437 0.164  0.44

As for the highest occupied orbital energy (alpha / beta): -14.33 / -14.33 eV. Its LUMO energy (alpha / beta) is -5.24 / -5.24 eV. Its charge is +1. As for the structure (SMILES): [H]/N=C(\N)NCO[N+](=O)C=O.

(b)
A structure of composition C3H7N4O3. Source: OMol25; level of theory: ωB97M-V/def2-TZVPD.

Last column: natural (NBO) charge in e.
Atoms and positions in Å:
1 C 1.105 -1.401 0.108  0.97
2 C -1.258 1.068 -0.220  -0.29
3 C -0.468 0.403 0.918  -0.22
4 N -0.495 1.533 -1.300  -0.11
5 N 0.067 -1.027 0.825  -0.29
6 N 0.628 1.041 -1.541  0.56
7 N -0.331 -2.052 1.710  -0.61
8 O 1.758 -2.350 -0.090  -0.38
9 O 1.251 1.485 -2.600  -0.45
10 O 1.321 -0.003 -1.033  -0.47
11 H -2.115 0.460 -0.448  0.26
12 H -1.595 1.973 0.155  0.25
13 H 0.437 0.983 1.057  0.22
14 H -1.038 0.596 1.739  0.25
15 H 0.365 -2.219 2.399  0.38
16 H 1.042 2.395 -2.961  0.54
17 H -0.675 -2.885 1.283  0.39

As for the highest occupied orbital energy: -15.07 eV. Its LUMO energy is -4.69 eV. Its charge is +1.

Most stable = (a)

(a)
The molecule C6H10O3S. Source: OMol25; level of theory: ωB97M-V/def2-TZVPD.

Last column: natural (NBO) charge in e.
Atoms and positions in Å:
1 C -1.389 -2.089 0.182  -0.08
2 C -0.110 -1.466 -0.373  -0.23
3 C -0.179 1.140 0.201  -0.05
4 C 1.082 -1.041 -0.091  -0.19
5 C 1.082 0.423 -0.490  -0.26
6 C 2.338 1.184 -0.042  -0.61
7 O -3.243 1.260 0.949  -0.86
8 O -2.448 -1.109 0.143  -0.80
9 O -1.288 1.066 -0.572  -0.76
10 S -2.955 0.415 -0.174  1.81
11 H -1.700 -2.945 -0.497  0.22
12 H -1.154 -2.324 1.269  0.21
13 H -0.704 -0.709 -1.064  0.21
14 H -0.302 0.739 1.175  0.17
15 H 0.121 2.251 0.282  0.17
16 H 1.869 -1.356 0.578  0.21
17 H 0.911 0.509 -1.528  0.22
18 H 3.206 0.917 -0.688  0.21
19 H 2.697 0.972 1.026  0.21
20 H 2.165 2.162 -0.286  0.21

As for the highest occupied orbital energy: -9.25 eV. Its LUMO energy is 0.27 eV.

(b)
A structure of composition C6H10O3S. Source: OMol25; level of theory: ωB97M-V/def2-TZVPD.

Last column: natural (NBO) charge in e.
Atoms and positions in Å:
1 C -0.830 0.383 -0.738  0.58
2 C 0.251 1.412 -0.786  -0.50
3 C -0.236 -0.851 -0.046  -0.32
4 C 0.120 2.476 0.302  -0.65
5 C -0.741 -0.991 1.351  -0.61
6 C -0.263 -2.193 -0.725  -0.66
7 O -1.933 0.576 -1.188  -0.50
8 O 2.255 -0.539 -1.275  -0.91
9 O 2.082 0.334 1.101  -0.91
10 S 1.482 -0.044 -0.194  2.06
11 H 0.475 1.834 -1.829  0.27
12 H -0.977 2.454 0.693  0.23
13 H 0.505 3.441 0.057  0.24
14 H 0.698 2.183 1.249  0.26
15 H -1.789 -1.290 1.403  0.24
16 H -0.688 -0.066 1.878  0.22
17 H -0.043 -1.707 1.830  0.23
18 H -1.128 -2.488 -1.395  0.27
19 H 0.284 -2.843 -0.052  0.23
20 H 0.476 -2.082 -1.637  0.24

As for the highest occupied orbital energy: -9.73 eV. Its LUMO energy is 0.33 eV.

Most stable = (b)